Density functional theory data (wB97M-V/def2-TZVPD) for a structure of composition C18H25N2Pt.

XYZ file:
```
46
Properties=species:S:1:pos:R:3:forces:R:3:nbo_charge:R:1
C -0.329652 0.361290 -2.911949 0.231 -0.103 0.803 0.089
C 0.249869 1.678686 -2.601362 0.149 0.522 -0.019 -0.660
C 0.495432 -0.701888 -3.495577 0.208 -0.460 -0.580 -0.662
C -1.768296 0.138753 -2.714208 -0.690 -0.068 0.060 -0.666
H 0.146162 -0.937151 -4.515063 0.141 -0.105 0.080 0.225
H 0.442459 -1.647422 -2.930696 0.030 0.209 -0.112 0.207
H 1.544678 -0.409816 -3.576208 -0.064 -0.049 -0.034 0.209
H 0.110103 2.375836 -3.442811 0.060 0.103 0.083 0.225
H 1.329067 1.625871 -2.416631 -0.115 0.002 -0.068 0.204
H -0.226868 2.150972 -1.730666 0.013 -0.067 -0.086 0.201
H -2.347905 0.525834 -3.565760 -0.104 -0.022 0.029 0.225
H -2.154957 0.655728 -1.822069 0.094 -0.053 -0.146 0.206
H -2.024621 -0.925372 -2.626753 0.083 0.146 -0.061 0.206
C 2.637171 -1.391426 1.583264 -0.300 2.017 0.609 -0.306
C 2.864098 -1.709012 0.197229 0.239 0.693 -0.845 -0.171
C 2.616431 -0.557541 -0.586889 0.246 -0.522 0.421 -0.249
H 3.247814 -2.658626 -0.174701 -0.266 0.293 0.111 0.238
C 2.233592 0.510254 0.254407 0.879 -0.320 0.033 -0.135
C 2.254375 0.055018 1.638765 1.160 -1.351 0.055 -0.483
H 2.453261 0.677419 2.506635 0.016 -0.018 -0.213 0.250
H 2.971472 -1.949330 2.456827 0.091 0.065 -0.373 0.256
H 2.781912 -0.482872 -1.664432 -0.320 -0.111 0.478 0.242
H 2.079857 1.537922 -0.057491 -0.095 -0.252 -0.061 0.226
C -1.246091 -2.275852 1.569870 1.033 -1.298 0.203 -0.481
C -0.040183 -3.157442 1.611586 -1.950 0.958 0.388 -0.318
C 0.267775 -3.495008 0.239386 -0.539 -0.033 -0.616 -0.174
H 0.274512 -3.678428 2.517043 -0.033 -0.012 -0.433 0.257
C -0.644123 -2.841014 -0.608880 0.348 -0.488 0.065 -0.258
C -1.562398 -2.096164 0.158172 -0.131 -0.690 0.339 -0.131
H -2.444621 -1.585248 -0.219307 0.347 -0.032 -0.010 0.231
H -1.940385 -2.183964 2.400921 0.040 -0.010 -0.266 0.258
H 1.036907 -4.201852 -0.065151 -0.160 0.321 0.035 0.237
H -0.694180 -2.961712 -1.695235 0.156 0.186 0.543 0.240
Pt 0.485528 -1.051598 1.814601 0.345 -1.079 -0.805 1.083
C -0.986010 4.140621 2.511077 -0.069 0.557 0.080 -0.409
N -1.134993 2.781146 2.018979 -0.297 -0.556 -0.540 -0.314
C -2.332282 2.091817 1.853467 0.580 -0.126 0.138 -0.060
C -2.017721 0.794651 1.574753 0.899 0.696 0.714 -0.066
N -0.626988 0.683047 1.614116 -0.799 1.867 -0.680 -0.587
C -0.128483 1.920230 1.767880 -0.972 -0.603 0.930 0.223
H -1.644740 4.815270 1.954332 0.237 -0.136 0.051 0.231
H -1.245985 4.214171 3.578620 0.084 -0.232 -0.388 0.229
H 0.056269 4.453872 2.390824 -0.283 -0.055 -0.056 0.227
H -3.288797 2.554150 1.990077 -0.107 0.208 -0.018 0.242
H -2.672297 -0.052064 1.433308 0.180 0.202 0.030 0.236
H 0.923819 2.208253 1.785708 -0.596 -0.194 0.135 0.228
```
Positions in Å, forces in eV/Å.

Highest occupied orbital energy (spin up / spin down) (eV): -9.217 / -11.383
Total charge: +1
2S+1: 5


Density functional theory data (wB97M-V/def2-TZVPD) for a structure of composition B4H16Tl.

XYZ file:
```
21
Properties=species:S:1:pos:R:3:forces:R:3:nbo_charge:R:1
Tl 0.456507 0.504751 -0.595485 -0.868 -1.302 1.127 1.360
B 1.461227 -1.109479 -2.862985 -1.692 0.647 1.544 -0.842
H 1.058457 -1.784699 -2.123995 -1.391 -2.748 2.831 0.008
H 2.201237 -0.429719 -2.469855 3.753 2.897 1.882 0.028
H 1.941567 -1.649109 -3.664425 2.186 -1.946 -3.061 0.107
H 0.665157 -0.514399 -3.282955 -3.379 2.219 -1.928 0.000
B -2.110953 -1.208039 -0.121665 -0.950 1.789 0.611 -0.735
H -1.694613 -0.725829 0.749175 1.684 1.648 3.208 0.021
H -2.797303 -2.020549 0.059975 -2.187 -3.732 0.293 0.067
H -2.697933 -0.472549 -0.649635 -2.034 2.811 -2.065 0.000
H -1.277653 -1.632149 -0.660165 4.328 -2.202 -2.310 0.087
B -1.600863 1.929511 1.282225 1.964 0.375 2.039 -0.695
H -1.833643 1.451381 0.343365 -1.873 -2.831 -4.770 0.123
H -1.619623 1.131591 2.008305 0.056 -2.964 2.356 0.024
H -0.583563 2.272591 1.174355 3.975 2.258 0.364 -0.041
H -2.395483 2.652571 1.382285 -2.813 3.183 -0.487 0.061
B 2.168417 0.288561 1.930315 -0.056 -1.420 -0.602 -0.711
H 2.415047 0.669331 2.909315 0.249 1.694 3.667 0.067
H 2.143777 1.175121 1.315785 0.447 4.681 -3.145 0.046
H 2.888937 -0.323509 1.410265 2.660 -2.357 -1.916 0.010
H 1.211297 -0.205389 1.865805 -4.059 -2.698 0.360 0.015
```
Positions in Å, forces in eV/Å.

Highest occupied orbital energy (eV): -6.557
Total charge: -1


Density functional theory data (wB97M-V/def2-TZVPD) for a cluster of 5 separate species, CH14N3O4 in total.

XYZ file:
```
22
Properties=species:S:1:pos:R:3:forces:R:3:nbo_charge:R:1
N 0.920252 -1.120132 0.772211 -0.026 1.819 -0.811 -0.569
C 0.620136 -1.018914 -0.604979 0.003 0.525 -0.065 0.151
N -0.586010 -1.676672 -0.956610 0.746 -0.301 2.073 -0.551
N 0.654095 0.330590 -1.063317 -1.677 -1.562 -0.287 -0.545
H 1.419060 -1.538769 -1.156162 0.351 -0.257 -0.163 0.291
H 1.868230 -0.782146 0.998732 0.464 -0.637 0.074 0.454
H -1.400334 -1.208185 -0.546198 -1.219 0.869 -0.489 0.443
H -0.575220 -2.659740 -0.674477 0.216 -0.228 -0.846 0.414
H 0.521701 0.376542 -2.075661 0.728 0.302 -0.111 0.423
H -0.048548 0.941446 -0.629722 0.532 0.560 0.387 0.456
H 3.916322 0.638105 1.900082 0.163 0.328 0.407 0.498
H 4.430463 -0.150116 0.689617 -0.126 0.060 0.166 0.495
O 3.635905 0.056921 1.199349 -0.228 -0.499 -0.613 -0.971
H -2.070232 1.245453 -0.999715 -0.064 0.575 -0.105 0.493
H -1.935189 2.600070 -1.869752 -0.341 0.088 -0.227 0.500
O -1.447650 1.917356 -1.415076 0.597 -0.169 0.176 -0.981
H -3.508983 0.024383 -0.038862 0.704 -0.216 0.192 0.494
H -1.752960 0.515861 1.088732 0.033 0.331 0.227 0.498
O -2.536243 0.109125 -0.119048 -0.636 -0.791 -0.438 -0.965
H -1.342527 1.281647 2.434498 -0.043 0.371 0.448 0.501
H 0.218902 -0.624645 1.337491 -0.553 -0.255 0.602 0.445
O -1.001171 0.741819 1.728866 0.375 -0.914 -0.596 -0.973
```
Positions in Å, forces in eV/Å.

Highest occupied orbital energy (eV): -14.175
Total charge: +1


Density functional theory data (wB97M-V/def2-TZVPD) for the ion C4H8NO with charge +1.

XYZ file:
```
14
Properties=species:S:1:pos:R:3:forces:R:3:nbo_charge:R:1
C -1.905349 0.047668 -0.074047 0.018 -0.170 0.217 -0.654
C -0.456324 -0.211451 0.137216 0.085 1.100 -0.752 0.225
C 0.601822 0.803013 0.595042 -0.626 -0.063 0.246 -0.259
N 1.721011 0.148742 -0.128750 -0.578 -1.315 -0.615 -0.618
C 0.462987 -1.077900 -0.610750 0.809 1.911 0.277 0.305
O 0.013302 -1.497189 0.543012 0.077 -1.241 0.900 -0.377
H -2.410058 -0.866339 -0.376380 -0.041 -0.028 -0.024 0.258
H -2.046522 0.802519 -0.845014 0.057 0.039 -0.024 0.251
H -2.359297 0.409539 0.846900 -0.046 -0.015 0.040 0.253
H 0.412028 1.814319 0.243880 0.086 -0.046 -0.061 0.247
H 0.747632 0.806172 1.675070 0.083 0.031 -0.104 0.248
H 2.077867 0.654835 -0.937060 0.007 0.056 0.207 0.432
H 2.481154 -0.215549 0.444592 -0.071 0.070 -0.108 0.436
H 0.659751 -1.618383 -1.513708 0.139 -0.327 -0.199 0.253
```
Positions in Å, forces in eV/Å.

Highest occupied orbital energy (eV): -15.896
Total charge: +1
Structure (SMILES): C[C@]12C[NH2+][C@H]1O2